[1]
Density functional theory data (the ωB97M-V functional and the def2-TZVPD basis) for 3 unconnected molecules or ions with the total composition C31H48F16O5.

Element x y z (Å)
C: -0.5358 -0.2279 6.1207
C: 0.8215 -0.3482 5.4645
C: 1.5446 -1.6644 5.6739
C: 1.0827 -2.8088 4.8017
C: -0.2235 -3.4570 5.2359
C: -1.1389 -3.8903 4.1125
C: -1.5696 -2.7839 3.1457
C: -2.9812 -2.3117 3.3938
C: -4.0460 -2.9684 2.5148
C: -5.2681 -3.3126 3.3389
C: -6.3735 -2.2543 3.5536
C: -6.1770 -0.8223 3.0939
C: -5.5136 0.1000 4.0804
C: -5.4467 1.5078 3.5001
C: -4.5230 1.7417 2.2947
C: -3.3640 2.6988 2.5945
C: -2.0183 2.3547 1.9697
C: -2.1252 1.7061 0.6059
C: -0.8027 1.6695 -0.0761
C: -0.0300 0.4563 0.3309
O: 0.9060 0.2718 -0.7363
C: 0.4262 1.0055 -1.7530
O: 1.0803 1.3193 -2.7178
O: -0.8417 1.3713 -1.4995
H: -1.2637 -0.8561 5.6511
H: -0.4517 -0.4630 7.1625
H: -0.9000 0.7711 5.9794
H: 1.4433 0.4078 5.9116
H: 0.7743 -0.0922 4.4234
H: 1.5465 -1.9223 6.7209
H: 2.5714 -1.4766 5.4124
H: 1.8369 -3.5718 4.8509
H: 1.0601 -2.4808 3.7805
H: -0.7523 -2.8676 5.9552
H: 0.0507 -4.3499 5.7672
H: -0.6123 -4.6483 3.5592
H: -1.9975 -4.3889 4.5225
H: -0.9236 -1.9436 3.3035
H: -1.4153 -3.1266 2.1409
H: -3.2394 -2.4024 4.4307
H: -3.0018 -1.2547 3.1845
H: -4.2464 -2.4215 1.6126
H: -3.6273 -3.9099 2.2029
H: -4.9272 -3.6826 4.2871
H: -5.7456 -4.1450 2.8567
H: -6.6121 -2.2704 4.5987
H: -7.2560 -2.6026 3.0541
H: -5.7266 -0.7236 2.1256
H: -7.1729 -0.4286 2.9829
H: -6.1057 0.1788 4.9721
H: -4.5497 -0.2753 4.3820
H: -5.2040 2.2004 4.2849
H: -6.4452 1.7139 3.1672
H: -5.1523 2.2361 1.5833
H: -4.2025 0.8029 1.8884
H: -3.2624 2.7203 3.6608
H: -3.6371 3.6900 2.2821
H: -1.5037 3.2883 1.8215
H: -1.3944 1.7968 2.6443
H: -2.7929 2.2833 -0.0126
H: -2.4822 0.7034 0.7027
H: -0.2398 2.5867 0.0041
H: 0.3373 0.4591 1.3264
H: -0.7261 -0.3445 0.1691
C: 3.0338 2.9119 -6.3971
C: 3.4123 3.5975 -5.0727
C: 2.3066 4.3797 -4.3661
F: 1.8366 5.3928 -5.1240
F: 2.8031 4.9220 -3.2263
F: 4.4967 4.3757 -5.2701
F: 3.7799 2.6120 -4.2088
O: 3.3579 3.5942 -7.5994
C: 2.5170 4.5566 -8.0933
C: 3.1657 5.9440 -8.0766
F: 3.5358 6.2822 -6.8291
F: 2.2659 6.8572 -8.5113
F: 1.3347 4.5572 -7.4485
F: 2.2693 4.2435 -9.3847
H: 3.6374 2.0072 -6.4350
H: 1.9976 2.5768 -6.3945
H: 1.4803 3.7149 -4.0989
H: 4.0425 5.9597 -8.7269
C: 4.1759 -2.7715 -3.8748
C: 5.0909 -1.9062 -2.9901
C: 5.1288 -0.4092 -3.3038
F: 5.5689 -0.1774 -4.5586
F: 5.9810 0.2036 -2.4499
F: 6.3394 -2.4195 -2.9992
F: 4.6239 -2.0236 -1.7158
O: 4.7763 -3.4592 -4.9631
C: 4.9793 -2.8172 -6.1573
C: 6.4694 -2.6664 -6.4792
F: 7.1023 -1.9909 -5.5050
F: 6.6022 -1.9689 -7.6314
F: 4.3429 -1.6300 -6.1930
F: 4.4355 -3.5918 -7.1219
H: 3.8173 -3.5667 -3.2253
H: 3.2887 -2.2242 -4.1903
H: 4.1379 0.0394 -3.1818
H: 6.9329 -3.6484 -6.5931

Cartesian forces (eV/Å) of the 3 atoms listed first:
0.2 0.1 -0.7
0.0 -0.1 0.8
0.1 0.3 -0.7

As for the total energy: -86642.220 eV. Its SMILES is CCCCCCCCCCCCCCCCCC[C@H]1COC(=O)O1.FC(F)C(F)(F)COC(F)(F)C(F)F.FC(F)C(F)(F)COC(F)(F)C(F)F. The value obtained for the orbital gap is 11.04 eV.

---

[2]
Density functional theory data (the ωB97M-V functional and the def2-TZVPD basis) for a molecular structure, C31H48N2O6P2Y.

Element x y z (Å)
Y: -0.3845 1.2280 -0.2573
C: 0.1827 -0.0544 -3.0498
C: -0.1201 1.3396 -3.0106
C: 1.9781 1.0164 -2.0844
C: 1.4862 -0.2456 -2.5313
C: 0.9938 2.0048 -2.3985
C: -0.6633 -1.1094 -3.6547
H: -1.6955 -0.7689 -3.7952
H: -0.6921 -2.0066 -3.0207
H: -0.2781 -1.4180 -4.6404
C: 2.1754 -1.5577 -2.5242
H: 1.9561 -2.1285 -3.4400
H: 1.8299 -2.1766 -1.6783
H: 3.2665 -1.4608 -2.4278
C: 3.2687 1.2956 -1.4127
H: 3.6648 2.2789 -1.7063
H: 4.0280 0.5354 -1.6341
H: 3.1496 1.3193 -0.3161
C: 1.0868 3.4628 -2.1241
H: 0.7594 4.0477 -2.9969
H: 2.1170 3.7626 -1.8849
H: 0.4453 3.7737 -1.2715
C: -1.2459 1.9906 -3.7259
H: -1.0103 2.1192 -4.7978
H: -1.4757 2.9858 -3.3262
H: -2.1591 1.3825 -3.6786
C: -1.9417 -0.0268 0.9842
C: -2.1819 -0.1157 -0.3822
C: -3.3625 0.5395 -1.0618
C: -3.3518 2.0964 -1.1433
C: -2.1295 2.8006 -0.5913
C: -1.8383 2.8125 0.7673
C: -2.8592 2.2567 1.7662
C: -2.8067 0.7297 1.9631
H: -4.2913 0.2319 -0.5522
H: -4.2561 2.4623 -0.6342
H: -3.4392 0.1237 -2.0817
H: -3.8331 0.3357 1.9490
H: -1.3851 -0.8399 1.4697
H: -1.6984 -0.9304 -0.9593
H: -2.4189 0.5095 2.9688
H: -2.7145 2.7473 2.7421
H: -1.1754 3.5812 1.1980
H: -3.8834 2.5238 1.4623
H: -3.4828 2.3898 -2.1927
H: -1.7279 3.5957 -1.2299
P: -1.5984 -3.6018 0.2015
C: -0.1730 -4.6933 -0.2037
H: -0.4413 -5.7290 0.0719
H: 0.7183 -4.3751 0.3554
H: 0.0444 -4.6384 -1.2799
C: -1.7218 -4.1200 1.9632
H: -1.6546 -5.2180 1.9952
H: -2.6785 -3.7929 2.3881
H: -0.9048 -3.6638 2.5374
C: -2.9087 -4.7298 -0.4305
H: -3.8991 -4.3001 -0.2355
H: -2.8166 -5.7019 0.0823
H: -2.8008 -4.8671 -1.5134
P: 0.9670 2.4257 2.9980
C: 1.3579 4.1966 3.2268
H: 1.0419 4.5387 4.2203
H: 0.8116 4.7540 2.4558
H: 2.4294 4.3648 3.0721
C: -0.1667 2.0991 4.3904
H: -1.1623 2.5068 4.1729
H: 0.2402 2.5595 5.3020
H: -0.2696 1.0119 4.5145
C: 2.4750 1.6046 3.6203
H: 2.8138 2.0847 4.5484
H: 3.2547 1.6754 2.8508
H: 2.2731 0.5413 3.7928
O: 0.4230 -1.3643 2.4393
C: 1.2684 -1.0410 1.5805
O: 1.0957 -0.0982 0.6859
C: 2.5866 -1.7544 1.5472
C: 3.5125 -1.5913 0.5129
C: 4.7262 -2.2910 0.5125
C: 5.0379 -3.1811 1.5454
C: 4.1040 -3.3687 2.5756
C: 2.8857 -2.6589 2.5874
N: 4.3841 -4.3223 3.6013
O: 5.4758 -4.9294 3.5590
O: 3.5366 -4.5179 4.4910
N: 5.6687 -2.1006 -0.5603
O: 5.3513 -1.3599 -1.5275
O: 6.7711 -2.6755 -0.4924
H: 3.2867 -0.9307 -0.3144
H: 5.9780 -3.7207 1.5422
H: 2.1610 -2.8089 3.3843

Cartesian forces (eV/Å) of the 3 atoms listed first:
10.0 -0.7 -2.8
0.1 0.8 0.6
0.1 -0.1 1.0

As for the total charge: +1. As for the total energy: -67799.255 eV. The calculation puts the relative energy (zero: lowest compared OMol25 entry of this formula, charge and spin) at 2.289 eV. The value obtained for the orbital gap is 5.14 eV.

---

[3]
Density functional theory data (the ωB97M-V functional and the def2-TZVPD basis) for a molecular structure, C31H48N2O6Se2SiV.

Element x y z (Å)
V: 0.3907 0.2535 0.4176
C: -2.3035 -1.4631 -0.8062
Se: -1.5458 0.2814 -1.2143
C: -2.8336 1.3954 -0.2530
C: -2.7184 1.4143 1.2448
Se: -0.9436 1.8532 1.9453
C: -0.5945 3.4999 0.9602
H: -3.2724 -1.5373 -1.2922
H: -2.3660 -1.5980 0.2686
H: -1.6155 -2.1973 -1.2181
H: -3.8176 1.0264 -0.5430
H: -2.7190 2.3909 -0.6782
H: -2.9514 0.4464 1.6862
H: -3.4148 2.1439 1.6594
H: -1.3178 4.2492 1.2701
H: -0.6389 3.3414 -0.1143
H: 0.4084 3.8090 1.2478
C: 2.2878 0.1192 5.0917
C: 2.6014 -1.0835 4.2174
C: 3.9278 -0.8955 3.4992
C: 2.5957 -2.3693 5.0317
O: 1.5348 -1.1346 3.2358
Si: 1.0654 -2.2711 2.1885
O: 0.2627 -1.4115 1.0029
O: 2.3502 -3.0233 1.5644
C: 2.4458 -4.2288 0.7687
C: 1.3635 -4.2162 -0.3043
C: 2.2948 -5.4319 1.6889
C: 3.8288 -4.2002 0.1400
O: 0.0128 -3.3691 2.7516
C: -1.2596 -3.2873 3.4184
C: -1.7242 -1.8395 3.5373
C: -2.2347 -4.0983 2.5771
C: -1.0938 -3.9098 4.7964
H: 3.0468 0.2329 5.8663
H: 1.3168 -0.0016 5.5744
H: 2.2711 1.0271 4.4872
H: 4.7322 -0.7780 4.2264
H: 3.8901 -0.0067 2.8700
H: 4.1465 -1.7614 2.8740
H: 3.3942 -2.3446 5.7739
H: 2.7530 -3.2369 4.3878
H: 1.6471 -2.4862 5.5547
H: 0.3726 -4.2197 0.1560
H: 1.4483 -5.0999 -0.9368
H: 1.4617 -3.3279 -0.9317
H: 1.3125 -5.4325 2.1598
H: 3.0559 -5.4036 2.4700
H: 2.4158 -6.3563 1.1233
H: 3.9451 -3.3187 -0.4916
H: 3.9880 -5.0892 -0.4707
H: 4.5918 -4.1766 0.9191
H: -1.8041 -1.4019 2.5392
H: -1.0223 -1.2445 4.1249
H: -2.7044 -1.8028 4.0141
H: -2.3277 -3.6600 1.5816
H: -3.2208 -4.1246 3.0420
H: -1.8723 -5.1195 2.4654
H: -0.3812 -3.3410 5.3917
H: -0.7273 -4.9319 4.7034
H: -2.0482 -3.9283 5.3245
O: 1.6625 0.0950 -3.0627
C: 2.2774 0.5874 -2.1513
N: 3.5269 1.1464 -2.1671
C: 4.0182 1.5401 -0.8457
C: 2.7848 1.1855 -0.0206
O: 2.5619 1.2926 1.1852
N: 1.8127 0.7044 -0.8273
C: 4.2207 3.0488 -0.7005
C: 4.6798 3.5474 0.5169
C: 4.8397 4.9107 0.6941
C: 4.5455 5.7885 -0.3427
C: 4.0849 5.2950 -1.5522
C: 3.9162 3.9268 -1.7303
C: 5.2433 0.7290 -0.4475
C: 6.5109 1.2059 -0.7689
C: 7.6348 0.4439 -0.4923
C: 7.5018 -0.7970 0.1159
C: 6.2409 -1.2746 0.4361
C: 5.1131 -0.5183 0.1506
H: 4.1531 0.9928 -2.9403
H: 4.9170 2.8617 1.3209
H: 5.2025 5.2895 1.6404
H: 4.6806 6.8533 -0.2074
H: 3.8593 5.9723 -2.3651
H: 3.5516 3.5424 -2.6733
H: 6.6208 2.1809 -1.2272
H: 8.6160 0.8214 -0.7468
H: 8.3802 -1.3875 0.3392
H: 6.1263 -2.2392 0.9120
H: 4.1361 -0.9134 0.4093

Cartesian forces (eV/Å) of the 3 atoms listed first:
0.7 0.0 0.5
0.0 0.0 0.0
-0.2 -0.1 -0.3

As for the total charge: +1. Its spin multiplicity is 3. As for the total energy: -212452.767 eV. The calculation puts the relative energy (zero: lowest compared OMol25 entry of this formula, charge and spin) at 0.112 eV. The value obtained for the orbital gap (alpha / beta) is 7.98 / 8.42 eV.

---

[4]
Density functional theory data (the ωB97M-V functional and the def2-TZVPD basis) for 3 unconnected molecules or ions with the total composition C31H50N2O2.

Element x y z (Å)
C: 3.1858 -0.0573 5.8513
C: 2.1856 0.5904 5.1783
C: 0.9561 1.2788 5.8556
C: 1.5520 2.2183 6.9770
N: 1.9324 2.9805 7.7411
C: 0.2430 2.2383 4.8237
O: 1.1138 2.7527 3.8178
C: 0.3560 3.6726 3.0043
C: -0.0305 0.2766 6.6118
C: 0.7156 -0.1664 7.9286
N: 1.1611 -0.1954 8.9832
C: -0.2628 -1.1017 5.8091
C: -0.6879 -0.8947 4.3176
C: -2.0484 -0.4695 3.8936
C: -2.3434 -0.2857 2.4683
C: -1.3628 -0.4938 1.3987
C: -1.6302 -0.2688 -0.1301
C: -0.0216 -0.9549 1.7993
C: 0.2682 -1.1406 3.2191
C: -1.4658 0.8714 6.9075
C: -1.7588 0.7710 8.5480
C: -2.2825 -0.6858 9.0312
O: -3.1663 0.5923 8.9186
H: 3.4718 0.1511 6.9098
H: 3.7351 -0.8975 5.3418
H: 2.2808 0.5781 4.0588
H: -0.1293 3.1342 5.4189
H: -0.6833 1.7988 4.3485
H: -0.7158 3.3425 2.8718
H: 0.7868 3.7671 1.9724
H: 0.3088 4.6717 3.5376
H: -1.1141 -1.6429 6.3175
H: 0.6663 -1.7368 5.7928
H: -2.8675 -0.2876 4.6245
H: -3.3750 0.0343 2.1719
H: -1.3969 -1.2150 -0.6804
H: -2.6910 0.0762 -0.2336
H: -0.9727 0.5943 -0.4396
H: 0.7761 -1.1426 1.0367
H: 1.2854 -1.4959 3.5201
H: -2.3190 0.2721 6.5148
H: -1.5589 1.9779 6.7770
H: -1.0501 1.3440 9.2562
H: -2.4406 -0.8601 10.1231
H: -2.5138 -1.4076 8.2148
C: 0.2892 -5.0717 -5.7853
C: 0.2286 -4.8376 -4.2806
C: -0.4990 -3.5489 -3.8971
C: 0.1475 -2.2583 -4.4071
C: 1.5969 -2.0376 -3.9735
C: 1.7620 -1.9164 -2.4641
H: 0.8512 -4.2856 -6.2940
H: 0.7844 -6.0215 -5.9999
H: -0.7148 -5.1106 -6.2147
H: 1.2413 -4.8435 -3.8668
H: -0.2958 -5.6803 -3.8192
H: -0.5869 -3.5065 -2.8064
H: -1.5253 -3.5942 -4.2782
H: -0.4581 -1.4109 -4.0646
H: 0.1012 -2.2357 -5.5007
H: 1.9599 -1.1156 -4.4387
H: 2.2351 -2.8424 -4.3501
H: 1.1623 -1.0898 -2.0728
H: 2.8076 -1.7218 -2.2137
H: 1.4651 -2.8332 -1.9505
C: 1.4467 2.1944 -8.8927
C: 0.6621 3.1423 -7.9934
C: 0.9147 2.9115 -6.5033
C: 0.4990 1.5355 -5.9769
C: -0.9710 1.1719 -6.1904
C: -1.9343 2.1072 -5.4699
H: 1.1593 1.1534 -8.7306
H: 1.2583 2.4280 -9.9431
H: 2.5208 2.2873 -8.7143
H: -0.4056 3.0620 -8.2178
H: 0.9500 4.1697 -8.2371
H: 0.3976 3.6909 -5.9346
H: 1.9821 3.0506 -6.2990
H: 0.7226 1.4947 -4.9044
H: 1.1223 0.7643 -6.4414
H: -1.1321 0.1546 -5.8206
H: -1.2084 1.1509 -7.2581
H: -1.7411 2.1122 -4.3940
H: -2.9650 1.7794 -5.6247
H: -1.8558 3.1313 -5.8399

Cartesian forces (eV/Å) of the 3 atoms listed first:
-0.8 0.2 -0.4
1.1 -1.2 0.4
1.9 1.7 0.6

As for the total energy: -40026.777 eV. Its SMILES is C=C[C@@](C#N)(COC)[C@](C#N)(Cc1ccc(C)cc1)C[C@@H]1CO1.CCCCCC.CCCCCC. The value obtained for the orbital gap is 9.47 eV.

---

[5]
Density functional theory data (the ωB97M-V functional and the def2-TZVPD basis) for a molecular structure, C31H50N3OP2Sr.

Element x y z (Å)
C: 0.1923 2.3948 0.1228
C: -1.6939 1.6090 1.2890
C: -0.3128 3.6959 0.0936
C: -2.1535 2.9452 1.4224
C: -1.4884 3.9839 0.7958
H: 0.2357 4.4575 -0.4597
H: -3.0714 3.1112 1.9821
H: -1.8607 5.0065 0.8393
N: -0.4778 1.3615 0.6725
P: 2.6203 0.9588 0.4884
P: -2.4661 -1.1123 1.1356
C: 1.5749 2.1100 -0.5114
H: 1.4081 1.6635 -1.5064
H: 2.1315 3.0460 -0.6771
C: -2.5161 0.5241 1.7462
H: -3.2697 0.7621 2.4991
C: -3.6045 -1.2796 -0.4026
C: -2.9229 -2.1886 2.6350
C: 3.9571 0.3137 -0.7328
C: 3.2935 2.1010 1.8353
C: -3.0975 -2.4940 -1.2057
H: -3.0921 -3.4129 -0.6042
H: -3.7563 -2.6526 -2.0713
H: -2.0764 -2.3301 -1.5792
C: -5.0632 -1.4524 0.0307
H: -5.2356 -2.3850 0.5820
H: -5.4035 -0.6059 0.6440
H: -5.6944 -1.4863 -0.8717
C: -3.4795 0.0033 -1.2413
H: -4.0503 -0.1220 -2.1758
H: -3.8802 0.8744 -0.7038
H: -2.4369 0.2136 -1.5119
C: -3.0175 -3.6592 2.1804
H: -2.1121 -3.9962 1.6499
H: -3.1416 -4.3013 3.0659
H: -3.8784 -3.8394 1.5182
C: -1.7794 -1.9894 3.6478
H: -0.8055 -2.3381 3.2693
H: -1.6815 -0.9344 3.9376
H: -1.9982 -2.5701 4.5539
C: -4.2398 -1.7269 3.2639
H: -5.0869 -1.7738 2.5687
H: -4.4646 -2.3904 4.1140
H: -4.1675 -0.7036 3.6478
C: 4.3485 1.3152 2.6393
H: 4.7098 1.9487 3.4646
H: 3.9168 0.4048 3.0808
H: 5.2203 1.0342 2.0328
C: 2.1114 2.4462 2.7616
H: 1.3396 3.0238 2.2422
H: 1.6488 1.5397 3.1745
H: 2.4855 3.0502 3.6016
C: 3.8730 3.4044 1.2813
H: 4.2573 3.9952 2.1262
H: 4.7045 3.2432 0.5901
H: 3.1130 4.0082 0.7720
C: 3.3047 -0.0766 -2.0725
H: 2.9015 0.7954 -2.6065
H: 4.0721 -0.5311 -2.7205
H: 2.4912 -0.8067 -1.9665
C: 4.6000 -0.9255 -0.0808
H: 3.8713 -1.7296 0.1138
H: 5.3636 -1.3306 -0.7615
H: 5.0887 -0.6845 0.8721
C: 5.0216 1.3768 -1.0096
H: 4.5842 2.2960 -1.4244
H: 5.6141 1.6217 -0.1186
H: 5.7235 0.9769 -1.7602
Sr: 0.5002 -1.1635 0.6519
C: 1.6508 -0.7935 3.1961
O: 1.6726 -0.9973 4.3304
N: 0.0645 -0.8787 -1.7894
C: -0.2392 -0.5130 -2.8693
C: -0.5364 -0.2313 -4.2219
C: 0.0867 -1.0001 -5.2232
C: -1.4692 0.7674 -4.5759
C: -0.2291 -0.7835 -6.5634
H: 0.8074 -1.7699 -4.9311
C: -1.7814 0.9709 -5.9216
H: -1.9412 1.3600 -3.7872
C: -1.1711 0.1923 -6.9163
H: 0.2575 -1.3859 -7.3330
H: -2.5120 1.7352 -6.1953
H: -1.4347 0.3453 -7.9674
N: 1.3666 -3.6534 1.4273
H: 0.6988 -4.3584 1.7617
H: 2.1077 -3.5861 2.1340
H: 1.7997 -4.0438 0.5856

Cartesian forces (eV/Å) of the 3 atoms listed first:
-0.1 0.5 -0.2
-0.4 -1.4 0.0
1.0 -0.4 -0.3

As for the total charge: +1. As for the total energy: -58886.095 eV. The value obtained for the orbital gap is 5.30 eV.